No. 1
DFT (ωB97M-V with the def2-TZVPD basis set) results for Cl2F2O8Sr3 as an isolated structure.

```
15
Properties=species:S:1:pos:R:3:forces:R:3
Sr 1.94380 1.67981 -2.28133 0.7 -0.2 1.3
Sr -3.21983 -0.69029 3.34502 0.1 -0.8 -1.9
Sr -0.42467 -4.12721 -1.56534 -0.9 0.4 1.5
F -0.31766 -0.65386 0.67714 -0.1 -0.5 -0.7
F -3.29217 -3.87254 1.54376 0.8 1.1 0.0
Cl 5.63176 -0.65293 0.21119 2.1 8.3 0.7
O 5.69382 -0.05777 -1.11381 1.0 0.9 -1.8
O 5.37289 -1.95457 -0.01921 -1.2 -6.7 0.5
O 6.84450 -0.35680 1.00467 -2.1 -1.2 -1.5
O 4.52023 0.10775 0.77815 -0.9 -0.8 1.2
Cl -4.47540 2.15716 -0.53650 -2.9 -2.9 -2.4
O -5.47195 2.47393 0.35449 -3.4 2.1 3.5
O -3.25481 2.59297 0.12036 1.5 -0.5 -1.7
O -4.67486 0.66866 -0.67076 2.8 0.6 0.1
O -4.87566 2.68571 -1.84782 2.6 0.3 1.0
```
Forces are in eV/Å.

2S+1: 1
Total charge: +2
HOMO energy (eV): -12.5

Just the natural (NBO) charges please, in e? Sure, here they are: atom 1 (Sr): 1.96, atom 2 (Sr): 1.97, atom 3 (Sr): 1.96, atom 4 (F): -0.97, atom 5 (F): -0.96, atom 6 (Cl): 2.57, atom 7 (O): -0.97, atom 8 (O): -0.84, atom 9 (O): -0.79, atom 10 (O): -0.94, atom 11 (Cl): 2.50, atom 12 (O): -0.89, atom 13 (O): -0.87, atom 14 (O): -0.92, atom 15 (O): -0.81



No. 2
DFT (ωB97M-V with the def2-TZVPD basis set) results for an isolated ion of composition C6H3N4 and charge +1.

```
13
Properties=species:S:1:pos:R:3:forces:R:3
C 1.91588 0.04458 0.02726 -0.8 -0.9 -1.0
C 0.07969 3.03362 0.01005 -1.3 1.7 -0.1
C 4.49372 -0.27853 0.06396 2.7 0.7 -0.2
C 0.57033 1.69508 -0.01040 0.2 -0.4 -0.5
C 3.20277 -0.28756 -0.09386 0.2 -0.6 0.1
C -0.25584 0.46477 0.05892 -4.6 -0.5 -0.3
N -0.45710 4.06797 0.03862 1.1 -1.8 0.0
N 5.65950 0.00109 0.05285 -2.0 -0.7 0.2
N 1.82555 1.41705 -0.12505 -0.3 0.6 0.7
N 0.72075 -0.60300 -0.03037 0.4 1.4 1.3
H -1.01144 0.46666 1.00902 2.0 -0.2 -2.0
H -1.00806 0.28828 -0.87246 1.6 1.0 2.0
H 0.41674 -1.48004 0.37840 0.8 -0.2 -0.2
```
Forces are in eV/Å.

2S+1: 1
Total charge: +1
HOMO energy (alpha / beta) (eV): -14.8 / -14.9

Just the natural (NBO) charges please, in e? Sure, here they are: atom 1 (C): 0.32, atom 2 (C): 0.18, atom 3 (C): 0.09, atom 4 (C): 0.25, atom 5 (C): 0.28, atom 6 (C): -0.32, atom 7 (N): -0.09, atom 8 (N): 0.06, atom 9 (N): -0.33, atom 10 (N): -0.51, atom 11 (H): 0.30, atom 12 (H): 0.30, atom 13 (H): 0.46



No. 3
DFT (ωB97M-V with the def2-TZVPD basis set) results for a 2-piece molecular cluster, C2H7N2S2 overall.

```
13
Properties=species:S:1:pos:R:3:forces:R:3
C -0.49460 0.51204 -1.50685 -0.1 2.2 1.1
C 0.09307 -0.50257 1.20390 3.0 0.6 2.5
N -0.02119 -0.37080 -2.30330 0.1 -1.9 -2.7
N 1.19818 -0.03829 1.79471 -0.7 -0.7 0.5
S -1.11754 1.96008 -2.18941 0.1 -0.9 -1.5
S -1.21013 -1.27036 1.89799 -0.9 -0.2 0.3
H 0.11523 -0.29580 0.13808 -1.0 0.1 -0.7
H 0.43293 -1.15048 -1.84565 -0.1 -0.3 -0.5
H -0.14640 -0.49101 -3.36455 0.3 0.6 1.9
H 1.95656 0.32239 1.25337 0.0 0.3 -0.9
H -1.31945 2.64493 -1.10513 -0.2 0.3 1.2
H 1.53373 -0.12455 2.76297 -1.2 -0.2 -0.3
H -1.02038 -1.19558 3.26388 0.5 0.2 -0.9
```
Forces are in eV/Å.

2S+1: 1
Total charge: +1
HOMO energy (eV): -12.2

Just the natural (NBO) charges please, in e? Sure, here they are: atom 1 (C): -0.18, atom 2 (C): -0.01, atom 3 (N): -0.74, atom 4 (N): -0.67, atom 5 (S): 0.11, atom 6 (S): 0.28, atom 7 (H): 0.28, atom 8 (H): 0.38, atom 9 (H): 0.40, atom 10 (H): 0.42, atom 11 (H): 0.13, atom 12 (H): 0.43, atom 13 (H): 0.17



Values of ΔE to the lowest compared entry with this formula, charge and spin, in order: 1702.8; 0.0; 260.5, all in kJ/mol.